[1]
Density functional theory data (ωB97M-V/def2-TZVPD) for a 2-piece molecular cluster, C3H9NO2 overall in a non-equilibrium geometry.

Geometry as XYZ:
```
15
Properties=species:S:1:pos:R:3:mulliken_spin:R:1
C -0.84079 0.75204 2.62062 0.0007
C -0.88295 -0.30061 1.52826 0.0002
O -1.92137 0.17906 0.70161 0.0011
O -0.24654 -1.24344 1.16936 0.0050
H 0.04561 1.36447 2.52930 0.0000
H -0.74705 0.27392 3.57959 0.0000
H -1.78833 1.27970 2.59542 -0.0001
C 1.59557 -0.20240 -1.74417 0.0182
N 0.41326 -0.43580 -2.51836 0.8746
H -1.82782 -0.19649 -0.18414 0.0000
H -0.03770 0.39991 -2.88526 -0.0119
H 0.53864 -1.22323 -3.15618 -0.0107
H 1.96383 -1.20033 -1.34581 -0.0008
H 1.32448 0.19787 -0.74224 0.0449
H 2.41118 0.35534 -2.14798 0.0789
```

Values from the calculation:
orbital gap (alpha / beta) = 10.049 / 4.554 eV
expectation value of S² = 0.754
net charge = +1
relative energy (zero: lowest compared OMol25 entry of this formula, charge and spin) = 27.0 kcal per mole
E_HOMO (alpha / beta) = -14.09 / -14.06 eV
E_LUMO (alpha / beta) = -4.038 / -9.502 eV
spin multiplicity = 2



[2]
Density functional theory data (ωB97M-V/def2-TZVPD) for a 7-piece molecular cluster, C6H26N8O8 overall in a non-equilibrium geometry.

Geometry as XYZ:
```
48
Properties=species:S:1:pos:R:3:mulliken_charge:R:1
C 3.52402 6.63931 2.53838 -0.3180
C 4.94584 7.20680 2.73816 -0.4375
O 5.61625 7.69868 1.60372 -0.5252
O 3.47063 5.33587 1.98952 -0.4997
H 2.92094 7.30812 1.92430 0.2881
H 3.01516 6.58505 3.50078 0.2972
H 5.48431 6.37767 3.19720 0.2765
H 4.94000 8.09637 3.36804 0.3162
H 5.21298 8.49777 1.25670 0.3090
H 3.95229 5.37304 1.15993 0.2917
C -1.87514 3.79685 -5.63538 0.6209
O -1.75269 2.62483 -5.85936 -0.6060
N -0.96041 4.73419 -5.50598 -0.4060
N -3.07909 4.36608 -5.90587 -0.4167
H -1.15159 5.70299 -5.71804 0.1927
H 0.00312 4.47457 -5.66192 0.2373
H -3.89775 3.77915 -5.97935 0.2184
H -3.12818 5.35731 -5.71837 0.1595
C -4.19841 -7.32107 -3.33254 0.6807
O -4.57080 -8.44304 -3.72458 -0.6957
N -2.97869 -7.18697 -2.88845 -0.3946
N -4.96943 -6.34972 -3.11316 -0.3743
H -2.72896 -6.30809 -2.45800 0.1442
H -2.34112 -7.96308 -2.99460 0.2129
H -5.93071 -6.45969 -3.40290 0.2429
H -4.58353 -5.74065 -2.40592 0.1856
C 0.10370 -1.11615 -0.19471 0.6593
O -0.36104 -1.98696 -0.88320 -0.6446
N 0.15879 -1.29181 1.09517 -0.4924
N 0.22152 0.12742 -0.42078 -0.4243
H -0.32806 -2.14332 1.33602 0.2401
H 0.04981 -0.45364 1.64806 0.2122
H 0.78163 0.80879 0.07127 0.2262
H -0.18155 0.20940 -1.34323 0.2238
C -1.69486 -4.51196 8.97529 0.6126
O -2.49973 -3.80111 8.41403 -0.6318
N -0.39213 -4.48688 8.66188 -0.3881
N -2.05222 -5.39862 9.87270 -0.4174
H 0.25861 -4.91137 9.30719 0.1787
H 0.08597 -4.02069 7.90412 0.1997
H -1.47358 -6.20961 10.03874 0.2084
H -3.04505 -5.35701 10.05338 0.2378
O 4.76370 3.39173 -2.49783 -0.6368
H 4.92157 2.45365 -2.39144 0.3195
H 5.48228 3.69456 -3.05299 0.3185
O -0.05153 -4.75500 -6.47500 -0.6394
H 0.44539 -4.40964 -7.21663 0.3165
H -0.13225 -4.01411 -5.87433 0.3214
```

Values from the calculation:
orbital gap = 9.369 eV
E_HOMO = -9.06 eV
E_LUMO = 0.312 eV
spin multiplicity = 1



[3]
Density functional theory data (ωB97M-V/def2-TZVPD) for the molecule C2HFN2OS.

Geometry as XYZ:
```
8
Properties=species:S:1:pos:R:3:mulliken_charge:R:1
C -0.44938 -0.22873 0.27971 0.3411
C 0.64832 0.39757 -0.37357 0.6230
H -0.23739 -2.16310 -0.88403 0.1344
N -0.92014 0.62999 1.13571 -0.3357
N 0.82146 1.58672 0.08228 -0.2984
O -0.14717 1.74720 1.01428 -0.0186
F 1.39728 -0.14288 -1.31089 -0.2405
S -1.11298 -1.82678 0.05651 -0.2053
```

Values from the calculation:
orbital gap = 10.468 eV
relative energy (zero: lowest compared OMol25 entry of this formula, charge and spin) = 42.3 kcal per mole
E_HOMO = -9.99 eV
E_LUMO = 0.476 eV
spin multiplicity = 1



[4]
Density functional theory data (ωB97M-V/def2-TZVPD) for a 2-piece molecular cluster, C7H16OS3 overall in a non-equilibrium geometry.

Geometry as XYZ:
```
27
Properties=species:S:1:pos:R:3:mulliken_charge:R:1
C 3.38415 1.36886 0.64888 -0.9904
C -2.42224 -3.29285 0.57876 -1.3191
C -0.03954 0.64220 -2.22545 -1.5930
C -0.63012 2.26412 0.94280 -0.7774
C 2.82527 0.30453 -0.26661 -0.4562
C -1.80563 -1.95003 0.61455 0.0416
C -0.69011 0.19036 -0.91781 0.3501
O -2.81730 0.87206 0.78714 -0.5990
S 1.35965 -0.57753 0.56386 -0.1471
S -1.39834 -1.53242 -1.08617 -0.1396
S -1.88846 1.54353 -0.15974 0.4691
H 4.29371 1.74989 0.22993 0.3478
H 2.68514 2.22666 0.76376 0.2019
H 3.61062 1.10217 1.63192 0.3398
H -2.75564 -3.58307 1.60533 0.3500
H -3.31598 -3.29773 -0.10229 0.3614
H -1.58768 -4.11414 0.36348 0.2883
H -0.94626 0.67042 -2.85495 0.5773
H 0.56188 -0.19885 -2.76155 0.3080
H 0.28295 1.65050 -2.27912 0.3898
H -0.41268 1.69075 1.93026 0.2577
H -1.01866 3.16008 1.21390 0.5219
H 0.19738 2.44999 0.26620 0.1266
H 3.44685 -0.59820 -0.29815 0.3053
H 2.52417 0.53095 -1.24768 0.3008
H -0.84764 -1.98597 1.14815 0.1813
H -2.59549 -1.28628 0.91060 0.3032
```

Values from the calculation:
orbital gap (alpha / beta) = 7.130 / 7.141 eV
relative energy (zero: lowest compared OMol25 entry of this formula, charge and spin) = 22.5 kcal per mole
E_HOMO (alpha / beta) = -8.00 / -8.01 eV
E_LUMO (alpha / beta) = -0.870 / -0.866 eV
spin multiplicity = 1



[5]
Density functional theory data (ωB97M-V/def2-TZVPD) for a 2-piece molecular cluster, C5H12N3 overall in a non-equilibrium geometry.

Geometry as XYZ:
```
20
Properties=species:S:1:pos:R:3:mulliken_spin:R:1
C -0.33808 1.69854 -0.56451 0.0048
C -0.31847 1.17338 -1.77907 0.0086
C 0.24634 3.71189 0.64646 0.0005
N 0.02841 3.08495 -0.44168 -0.0003
H -0.48870 1.23624 0.39851 -0.0036
H -0.11575 1.80090 -2.63536 0.0020
H -0.45633 0.11973 -1.96200 -0.0052
H 0.46174 4.77217 0.60881 0.0000
H 0.18273 3.18743 1.59366 0.0001
H 0.14397 3.60918 -1.31120 0.0000
C 1.00526 -3.40998 1.06199 -0.0050
N -0.16852 -2.88701 0.39739 0.4749
C -0.32626 -1.60776 0.04446 -0.1360
N -1.56769 -1.22244 -0.11454 0.6483
H 1.21497 -4.41184 0.69108 0.0214
H 1.86023 -2.77974 0.83468 0.0015
H 0.81882 -3.44910 2.13594 0.0307
H -1.07103 -3.36873 0.46975 -0.0189
H 0.58736 -1.03614 -0.11179 -0.0082
H -1.69900 -0.22169 0.03742 -0.0157
```

Values from the calculation:
orbital gap (alpha / beta) = 10.352 / 7.837 eV
expectation value of S² = 0.788
net charge = +2
relative energy (zero: lowest compared OMol25 entry of this formula, charge and spin) = 11.5 kcal per mole
E_HOMO (alpha / beta) = -18.82 / -18.82 eV
E_LUMO (alpha / beta) = -8.471 / -10.980 eV
spin multiplicity = 2



[6]
Density functional theory data (ωB97M-V/def2-TZVPD) for the molecule C12H14BrNO3.

Geometry as XYZ:
```
31
Properties=species:S:1:pos:R:3:mulliken_charge:R:1
C -5.12205 -1.94604 0.30934 -1.1901
C -4.08401 -1.38462 -0.65004 -0.3482
H -3.35984 -2.14992 -0.93977 0.3452
H -4.57226 -0.97639 -1.54071 0.3929
O -3.31168 -0.35001 -0.03280 -0.2553
C -3.82658 0.89054 -0.04620 0.5010
O -4.86490 1.17590 -0.57739 -0.5714
C -2.90813 1.86769 0.65049 -0.4817
H -2.57430 1.44142 1.59717 0.2825
H -3.46167 2.78761 0.83385 0.3647
C -1.67422 2.17840 -0.21754 -0.8476
N -0.83186 1.02300 -0.39029 -0.1575
C 0.25546 0.80959 0.39071 0.2906
O 0.70948 1.63568 1.15113 -0.6092
C 0.85134 -0.55434 0.21561 0.6495
C 2.21297 -0.73509 -0.00121 0.0357
C 2.75710 -2.00631 -0.09776 -0.4550
C 1.93863 -3.11268 0.03967 -0.4572
C 0.58091 -2.95060 0.26475 -0.7353
C 0.04241 -1.67937 0.34956 -0.3759
H -1.01245 -1.54804 0.54478 0.5477
H -0.05654 -3.81444 0.37700 0.3955
H 2.36417 -4.10220 -0.02811 0.3821
H 3.81492 -2.12180 -0.27628 0.3992
Br 3.35923 0.76259 -0.22587 -0.1492
H -1.20492 0.25285 -0.92287 0.2467
H -1.06780 2.93659 0.28371 0.4032
H -1.98848 2.55181 -1.19585 0.3870
H -4.64288 -2.30844 1.21586 0.2949
H -5.83924 -1.17280 0.57330 0.3168
H -5.64990 -2.76730 -0.16645 0.3983
```

Values from the calculation:
orbital gap = 9.838 eV
relative energy (zero: lowest compared OMol25 entry of this formula, charge and spin) = 0.0 kcal per mole
E_HOMO = -9.23 eV
E_LUMO = 0.612 eV
spin multiplicity = 1